1.
DFT (the ωB97M-V functional and the def2-TZVPD basis) results for C21H48LaN6SSe3Si4Te3 as an isolated structure at a distorted geometry.

XYZ file:
```
87
Properties=species:S:1:pos:R:3:forces:R:3
La -0.5360 -1.5113 -1.3730 1.0 0.2 -0.2
Se -1.7315 -3.6619 0.4551 -0.1 0.3 -0.1
Se -1.8721 -5.1439 -1.3278 0.4 -0.1 -0.8
Te -0.6254 -4.0450 -3.3710 -1.0 -0.2 0.8
Se -2.2259 -2.1103 -3.6988 0.0 -0.3 -0.3
C 4.8568 -0.8900 1.7129 0.0 0.0 0.4
C 5.1144 -2.3631 2.0805 0.7 0.2 0.2
C 4.3806 -2.8495 3.3519 -0.8 -0.5 -0.7
C 5.0558 -3.2990 0.8509 0.0 -0.2 -0.3
N 3.7729 -3.2912 0.1180 -0.9 0.2 -0.2
C 3.2924 -2.6645 -0.9799 -0.4 0.4 0.2
N 1.9632 -2.7643 -1.0006 1.3 -0.3 0.6
N 1.6503 -3.4860 0.0995 0.6 -0.4 0.0
N 2.7022 -3.8163 0.7439 -0.3 0.0 0.5
H 5.0848 -0.2752 2.6105 -0.1 -0.2 -0.6
H 3.8130 -0.6726 1.4347 0.4 -0.2 0.0
H 5.5436 -0.5808 0.9018 -0.4 -0.1 0.3
H 6.1824 -2.3829 2.3572 -0.1 -0.1 -0.2
H 3.3222 -3.1108 3.1088 0.7 0.3 0.4
H 4.3986 -2.0836 4.1277 -0.1 0.1 -0.2
H 4.8608 -3.7422 3.7940 -0.2 0.3 -0.4
H 5.2491 -4.3400 1.1487 -0.2 0.3 -0.1
H 5.8311 -3.0201 0.1243 -0.2 0.0 0.2
H 3.8839 -2.1404 -1.7165 0.0 0.0 0.2
C 2.9542 -2.8173 -4.5551 0.1 0.1 0.0
Te 1.5867 -1.1651 -4.0622 0.7 -0.6 -0.2
C 3.1480 0.2724 -3.6842 0.3 -0.3 -0.5
H 3.3785 -2.6170 -5.5511 0.0 -0.1 0.4
H 2.4231 -3.7880 -4.5975 0.2 0.6 0.2
H 3.7428 -2.8594 -3.7953 0.0 -0.2 -0.3
H 4.0774 -0.1058 -4.1663 -0.6 0.4 0.3
H 3.2781 0.3932 -2.6097 0.0 0.0 -0.1
H 2.8063 1.2215 -4.1276 0.2 -0.5 0.2
C -4.3898 1.4972 -5.1537 -0.4 0.2 -0.4
C -2.9387 1.1654 -5.3472 0.4 -0.3 0.5
C -2.3728 0.7515 -6.5593 -0.4 0.2 0.4
C -1.0041 0.5524 -6.5116 0.8 0.0 0.4
N -0.2494 0.6646 -5.4070 -1.2 1.0 -0.6
C -0.9051 1.0452 -4.2830 1.1 -0.7 -0.4
S 0.0477 1.1822 -2.8081 -0.4 -0.1 0.1
N -2.1965 1.2817 -4.2298 -1.3 0.5 -0.6
H -4.7558 2.1300 -5.9801 0.1 -0.3 0.2
H -4.4932 2.0572 -4.2163 -0.1 -0.3 -0.2
H -5.0149 0.5853 -5.1307 0.3 0.4 0.1
H -2.9696 0.5978 -7.4677 0.4 0.2 0.4
H -0.4332 0.3164 -7.4066 -0.2 -0.2 0.0
C 0.6211 -0.1745 4.5569 0.0 -0.2 0.2
Si -1.1634 -0.0350 3.9053 -0.1 0.2 -0.7
C -2.0222 -1.7439 3.8744 -0.3 0.3 0.0
C -2.2138 1.0429 5.0574 0.1 0.1 0.3
Si -1.0605 1.0504 1.8003 0.1 0.1 -0.2
Te 1.0565 0.0932 0.8139 -0.2 0.0 0.1
Si -3.2368 0.9214 0.7287 0.4 -0.1 0.0
C -3.2224 1.2723 -1.1496 0.3 0.2 0.7
C -4.1065 -0.7328 1.0797 -0.2 -0.2 -0.1
C -4.3008 2.2777 1.5210 -0.2 0.2 0.3
Si -0.3915 3.3557 1.8658 -0.7 -0.7 -0.2
C 1.4746 3.5443 2.1753 0.3 -0.2 -0.2
C -1.3784 4.2445 3.2585 0.7 0.1 0.0
C -0.8244 4.1751 0.1689 0.1 0.1 0.5
H 0.5347 -0.5408 5.5987 0.3 -0.1 -0.4
H 1.1234 0.8060 4.6086 -0.2 -0.2 -0.1
H 1.2602 -0.8468 3.9295 -0.7 0.5 0.6
H -1.9214 -2.1745 4.8895 -0.1 0.1 -0.4
H -1.5915 -2.4543 3.1505 -0.1 0.3 0.2
H -3.1131 -1.6324 3.6354 1.0 -0.1 0.3
H -2.1995 0.5479 6.0389 -0.2 0.2 0.0
H -3.2652 1.1323 4.7179 0.5 -0.1 0.1
H -1.7958 2.0583 5.1928 -0.2 -0.5 -0.1
H -2.8258 0.4573 -1.7620 -0.1 0.0 0.0
H -2.5672 2.1432 -1.3775 -0.6 -0.5 0.0
H -4.2676 1.4293 -1.4695 0.4 0.1 0.0
H -3.5418 -1.6381 0.7549 -0.3 0.7 0.2
H -5.0788 -0.7388 0.5387 0.5 0.0 0.3
H -4.3212 -0.8544 2.1600 0.1 0.1 -0.5
H -3.9595 3.2920 1.2638 -0.1 -0.3 -0.1
H -4.3303 2.2520 2.6326 -0.1 -0.2 -0.6
H -5.3263 2.1397 1.1221 0.4 0.2 0.3
H 1.7848 3.2704 3.2046 -0.3 0.2 -0.5
H 1.7156 4.6040 1.9958 0.1 -0.2 0.2
H 2.0919 2.9251 1.4769 -0.7 0.5 0.5
H -0.8793 4.0864 4.2454 -0.3 0.2 -0.7
H -2.4269 3.9130 3.3569 0.4 0.2 -0.2
H -1.3140 5.3169 2.9913 -0.3 -0.3 0.4
H -0.3765 3.6512 -0.7001 -0.2 0.2 0.5
H -0.4046 5.2025 0.2365 -0.3 -0.4 -0.3
H -1.9225 4.2452 0.0081 0.6 0.0 0.1
```
Forces are in eV/Å.

The value obtained for the HOMO-LUMO gap is 0.22810 hartree. The calculation puts the HOMO energy at -4.30 eV. The calculation puts the maximum force at 1.70 eV Å⁻¹. As for the total charge: -1. The molecular weight is 1287.65 g mol⁻¹. Its spin multiplicity is 1.

Mulliken atomic charge list, values in e, 8 entries: 1.257 -0.480 -0.245 -0.178 -0.447 -1.311 0.912 -1.339

2.
DFT (the ωB97M-V functional and the def2-TZVPD basis) results for C21H49AlB2Br20ClNO4P as an isolated structure at a distorted geometry.

XYZ file:
```
100
Properties=species:S:1:pos:R:3:forces:R:3
C 1.1743 -0.6221 -1.4893 0.1 0.1 0.0
Al 2.9617 0.0308 -2.1307 -0.4 -0.4 0.0
B 2.8622 0.7985 -4.2032 0.3 0.0 0.5
N 4.0912 1.1239 -5.0010 0.0 0.3 0.1
O 1.6326 0.9467 -4.8588 0.3 -0.9 -1.0
B 4.5560 -1.4855 -2.1280 0.1 0.3 0.0
O 5.8794 -1.2618 -1.7026 -0.1 -0.3 -0.1
O 4.3030 -2.8027 -2.5729 0.3 0.0 0.1
P 3.7563 1.8262 -0.7269 0.3 0.0 -0.4
O 2.4527 2.8257 -0.4886 -0.1 -0.4 0.1
Cl 4.0150 0.8932 1.1845 -0.1 0.0 0.0
H 0.4367 -0.5283 -2.2944 -0.1 -0.1 0.1
H 0.8352 0.0018 -0.6562 0.0 0.0 -0.1
H 1.1973 -1.6522 -1.1277 -0.1 0.1 -0.2
H 4.5819 0.2461 -5.1748 -0.1 0.0 -0.1
H 4.7297 1.6108 -4.3698 0.1 -0.1 0.0
H 1.2501 0.0785 -5.0330 -0.3 0.1 0.4
H 6.4092 -0.8154 -2.3698 0.0 0.2 0.1
H 4.2836 -2.8598 -3.5311 -0.3 0.0 0.0
H 2.7860 3.6421 -0.1012 -0.1 0.2 0.0
Br 4.6657 5.4603 0.0285 0.0 0.1 0.0
C 6.1313 4.1839 -0.0252 0.2 0.0 0.2
C 7.2871 4.6442 -0.8646 -0.1 0.0 -0.1
Br 6.8524 4.5407 -2.7593 0.0 0.2 0.0
H 5.6749 3.2708 -0.4116 0.0 0.0 0.0
H 6.4334 4.0300 1.0089 0.0 0.1 0.0
H 8.1292 3.9726 -0.7070 0.0 0.0 0.0
H 7.5941 5.6682 -0.6737 0.0 0.0 0.0
Br 2.0906 3.6946 -4.1736 0.0 0.8 0.4
C 1.3660 4.9224 -5.4761 0.1 -0.1 0.0
C 2.3550 5.9804 -5.8917 0.0 0.1 0.0
Br 2.5874 7.3548 -4.5341 0.0 0.0 0.0
H 0.4667 5.3510 -5.0435 0.0 0.0 0.0
H 1.1023 4.3128 -6.3391 0.0 0.0 0.0
H 2.0044 6.5060 -6.7774 0.0 0.0 0.0
H 3.3385 5.5592 -6.0760 0.0 0.0 0.0
Br 2.0743 2.4041 4.0144 -0.1 0.1 0.0
C 0.9131 0.9882 4.6593 0.2 0.0 -0.1
C 1.0136 -0.2561 3.8142 -0.1 0.0 0.0
Br 0.0829 -0.0542 2.1274 0.0 0.0 0.0
H -0.0912 1.3941 4.6547 0.0 -0.1 0.1
H 1.2339 0.7874 5.6795 0.0 0.0 0.0
H 0.5308 -1.0883 4.3230 0.0 0.0 0.0
H 2.0417 -0.5138 3.5741 0.0 0.0 0.0
Br -0.3388 -5.1345 -2.0718 0.0 0.0 0.0
C 0.4917 -5.9588 -0.5172 -0.1 0.0 0.0
C 0.6675 -4.9812 0.6147 0.1 0.1 0.0
Br 2.1159 -3.7417 0.2833 0.1 -0.1 0.1
H 1.4381 -6.3682 -0.8570 0.0 0.0 0.0
H -0.1740 -6.7664 -0.2197 0.0 0.0 0.0
H 0.9174 -5.5195 1.5272 0.0 0.0 0.0
H -0.2250 -4.3850 0.7794 0.0 0.0 0.0
Br -2.3525 2.5141 5.6718 -0.2 0.1 0.1
C -2.9173 3.4120 4.0408 0.1 -0.1 -0.1
C -1.9632 4.5016 3.6310 0.0 0.0 0.0
Br -2.1492 6.0805 4.7513 0.0 0.0 0.0
H -3.9186 3.7835 4.2320 0.0 0.1 -0.1
H -2.9442 2.6381 3.2750 0.0 0.0 0.0
H -2.1846 4.8260 2.6172 0.0 0.0 0.0
H -0.9250 4.1884 3.6982 0.0 0.0 0.0
Br -5.5673 1.9598 1.2508 0.0 0.1 0.0
C -6.1363 1.7063 3.0888 0.0 0.0 -0.1
C -7.3455 2.5284 3.4403 0.0 0.1 0.1
Br -6.9249 4.4181 3.6631 0.0 0.0 0.0
H -5.2825 1.9522 3.7124 0.0 -0.1 0.1
H -6.3656 0.6479 3.1909 0.0 0.0 0.0
H -7.7377 2.2023 4.4003 0.0 0.0 -0.1
H -8.1237 2.4793 2.6853 0.0 -0.1 0.0
Br -8.8784 0.8019 6.2680 -0.1 -0.1 0.1
C -9.6169 2.5300 6.7653 0.1 0.0 0.0
C -11.1216 2.5351 6.7090 0.0 0.0 -0.1
Br -11.7763 2.5903 4.8819 0.0 0.0 0.0
H -9.1805 3.2622 6.0907 0.0 0.0 0.0
H -9.2713 2.7175 7.7791 0.0 0.0 0.0
H -11.5099 3.4281 7.1933 0.0 0.0 0.0
H -11.5510 1.6504 7.1683 0.0 0.0 0.0
Br -2.5174 -5.2683 2.7840 0.0 0.0 0.0
C -3.2321 -6.6314 1.5999 0.0 0.0 0.0
C -3.0345 -8.0219 2.1437 0.0 0.0 -0.1
Br -1.1962 -8.6190 1.9659 0.1 0.0 0.1
H -2.7420 -6.4978 0.6383 0.0 0.0 0.0
H -4.2949 -6.4185 1.5054 0.0 0.0 0.0
H -3.6294 -8.7270 1.5680 0.0 0.0 0.0
H -3.2865 -8.0946 3.1970 0.0 0.0 0.0
Br -2.8376 -9.0276 -1.9937 0.0 0.0 0.1
C -4.5761 -8.5037 -2.6750 0.1 0.0 -0.1
C -5.3020 -7.5717 -1.7411 0.0 0.0 0.0
Br -6.0379 -8.4989 -0.1963 0.0 0.0 0.0
H -5.1307 -9.4180 -2.8615 0.0 0.0 0.0
H -4.3813 -7.9944 -3.6164 0.0 0.0 0.0
H -6.1555 -7.1224 -2.2428 0.0 0.0 0.0
H -4.6504 -6.7920 -1.3578 0.0 0.0 0.0
Br 9.0889 3.5883 -6.1336 0.0 0.0 0.0
C 9.8227 1.8271 -5.7764 0.0 0.0 -0.1
C 8.7668 0.8449 -5.3398 0.0 -0.1 0.1
Br 8.1941 1.1461 -3.5127 0.0 0.0 0.0
H 10.5907 1.9579 -5.0203 0.0 0.0 0.0
H 10.2757 1.5000 -6.7098 0.0 0.0 0.0
H 9.1690 -0.1657 -5.3660 0.0 0.0 0.0
H 7.8756 0.9006 -5.9579 0.0 0.0 0.0
```
Forces are in eV/Å.

The value obtained for the HOMO-LUMO gap is 0.19388 hartree. The calculation puts the HOMO energy at -3.87 eV. The calculation puts the maximum force at 1.38 eV Å⁻¹. As for the total charge: -1. The molecular weight is 2092.74 g mol⁻¹. Its spin multiplicity is 1.

Mulliken atomic charge list, values in e, 8 entries: -0.341 0.084 0.154 -0.646 -0.522 0.535 -0.629 -0.482